(1)
C6H9NO in the gas phase in a non-equilibrium geometry. Source: the Open Molecules 2025 dataset; level of theory: ωB97M-V/def2-TZVPD.

CARTESIAN COORDINATES (ANGSTROEM)
C1 0.7447 -2.5826 0.1947
C2 0.5126 -1.2344 -0.0195
C3 1.6816 -0.2644 0.0648
C4 -0.8878 -0.7084 -0.1325
C5 -2.0061 -1.3295 -0.0660
O1 -3.0021 -1.9624 -0.0940
C6 -1.4396 0.9271 -0.4280
N1 -2.1314 2.1102 0.2563
H1 1.7257 -2.8524 0.2109
H2 0.1065 -3.3664 0.4742
H3 2.4637 -0.9323 0.3443
H4 1.7763 0.1075 -0.9689
H5 1.5959 0.5037 0.7715
H6 -0.5300 1.3411 -0.8107
H7 -2.2368 0.7548 -1.1088
H8 -1.7879 2.4185 1.1415
H9 -3.1634 2.1533 0.4814

## Properties
- Energy relative to the best compared isomer or geometry (same formula, charge and spin): 380.9 kJ/mol
- E_tot: -9901.6560 eV
- M: 111.14 g/mol
- SMILES string: C=C(C)C(=C=O)CN
- Kohn-Sham gap: 8.9 eV



(2)
C36H66AlFN9 as an isolated structure in a non-equilibrium geometry. Source: the Open Molecules 2025 dataset; level of theory: ωB97M-V/def2-TZVPD.

CARTESIAN COORDINATES (ANGSTROEM)
F1 -4.2473 1.7691 0.5333
Al1 -2.4201 1.8533 0.0838
H1 -2.1684 1.3544 -1.4018
H2 -2.0243 3.4102 0.2547
H3 -1.5225 1.0297 1.1381
C1 -1.8140 3.3405 5.6715
C2 -1.6625 4.7525 5.1233
C3 -1.4016 4.7666 3.6159
C4 -0.1379 4.0350 3.3052
N1 0.8427 3.4620 3.0586
H4 -0.8992 2.7572 5.5394
H5 -2.0307 3.3663 6.7415
H6 -2.6320 2.8166 5.1721
H7 -0.8447 5.2553 5.6500
H8 -2.5743 5.3178 5.3338
H9 -1.3135 5.7937 3.2554
H10 -2.2270 4.2899 3.0810
C5 -7.2667 2.9525 3.9178
C6 -6.7480 1.7286 4.6650
C7 -6.5672 1.9762 6.1647
C8 -5.5754 3.0710 6.3796
N2 -4.7972 3.9168 6.5472
H11 -6.5642 3.7866 3.9760
H12 -7.4068 2.7204 2.8603
H13 -8.2279 3.2823 4.3246
H14 -5.7958 1.4217 4.2238
H15 -7.4499 0.9013 4.5237
H16 -6.2078 1.0681 6.6536
H17 -7.5183 2.2570 6.6254
C9 0.4942 -1.4664 -4.7777
C10 -0.6788 -1.9263 -3.9218
C11 -1.9133 -1.0369 -4.0788
C12 -1.5909 0.3619 -3.6630
N3 -1.3372 1.4464 -3.3268
H18 0.8320 -0.4666 -4.4879
H19 1.3429 -2.1440 -4.6570
H20 0.2262 -1.4444 -5.8319
H21 -0.3688 -1.9445 -2.8774
H22 -0.9391 -2.9485 -4.1970
H23 -2.7294 -1.4138 -3.4567
H24 -2.2538 -1.0310 -5.1181
C13 -1.9781 -1.7419 -9.2219
C14 -1.2567 -2.9885 -9.7236
C15 -1.3041 -4.1464 -8.7237
C16 -0.6429 -3.7448 -7.4449
N4 -0.1298 -3.4318 -6.4487
H25 -1.5129 -1.3445 -8.3170
H26 -1.9440 -0.9537 -9.9768
H27 -3.0275 -1.9576 -9.0029
H28 -0.2163 -2.7323 -9.9436
H29 -1.7140 -3.3109 -10.6633
H30 -0.7875 -5.0179 -9.1315
H31 -2.3380 -4.4322 -8.5157
C17 1.0599 -3.4285 1.2016
C18 1.5046 -4.7337 0.5476
C19 1.6081 -4.6256 -0.9745
C20 0.2752 -4.2759 -1.5486
N5 -0.7644 -4.0006 -1.9859
H32 0.0601 -3.1343 0.8757
H33 1.0271 -3.5403 2.2880
H34 1.7509 -2.6162 0.9638
H35 0.7985 -5.5254 0.8160
H36 2.4794 -5.0223 0.9521
H37 1.9409 -5.5749 -1.4004
H38 2.3313 -3.8558 -1.2559
C21 3.3988 2.6778 -3.0408
C22 4.4054 1.5346 -2.9765
C23 3.7571 0.1608 -3.1635
C24 2.7537 -0.0837 -2.0834
N6 1.9756 -0.2731 -1.2403
H39 2.6591 2.6109 -2.2392
H40 3.9083 3.6364 -2.9327
H41 2.8691 2.6791 -3.9982
H42 4.9249 1.5708 -2.0141
H43 5.1602 1.6814 -3.7544
H44 4.5163 -0.6241 -3.1248
H45 3.2580 0.1020 -4.1339
C25 6.9214 2.8799 0.5400
C26 8.0305 3.7478 -0.0448
C27 7.5024 5.0390 -0.6739
C28 6.5651 4.7147 -1.7910
N7 5.8348 4.4628 -2.6585
H46 6.2220 2.5467 -0.2298
H47 7.3426 1.9861 1.0028
H48 6.3590 3.4257 1.3031
H49 8.5789 3.1682 -0.7932
H50 8.7400 4.0017 0.7478
H51 8.3294 5.6346 -1.0667
H52 6.9757 5.6406 0.0707
C29 -7.4011 -3.0489 4.9039
C30 -6.3101 -2.7518 3.8804
C31 -4.9260 -2.5930 4.5137
C32 -4.9348 -1.4557 5.4823
N8 -4.9427 -0.5663 6.2291
H53 -7.5168 -2.2300 5.6179
H54 -8.3634 -3.1827 4.4051
H55 -7.1774 -3.9628 5.4618
H56 -6.5733 -1.8413 3.3349
H57 -6.2757 -3.5648 3.1505
H58 -4.1794 -2.3949 3.7415
H59 -4.6361 -3.5062 5.0391
C33 4.0679 -0.9631 2.0580
C34 4.7607 -2.3134 1.8979
C35 6.2732 -2.2419 2.1282
C36 6.9038 -1.3145 1.1400
N9 7.3935 -0.5931 0.3720
H60 4.4228 -0.2387 1.3217
H61 2.9917 -1.0676 1.9147
H62 4.2389 -0.5511 3.0566
H63 4.5579 -2.6999 0.8942
H64 4.3279 -3.0229 2.6090
H65 6.7180 -3.2332 2.0157
H66 6.4905 -1.8854 3.1378

## Properties
- Total charge: -1
- E_tot: -61127.5631 eV
- M: 670.97 g/mol
- Kohn-Sham gap: 6.1 eV



(3)
C4H6O2S in the gas phase in a non-equilibrium geometry. Source: the Open Molecules 2025 dataset; level of theory: ωB97M-V/def2-TZVPD.

CARTESIAN COORDINATES (ANGSTROEM)
O1 -1.9715 -0.0969 0.1308
C1 -0.9588 0.8531 0.1826
C2 0.2313 0.5680 0.9534
C3 1.0445 -0.5444 0.3346
C4 0.7557 -1.0701 -0.8746
O2 -0.1281 -0.6579 -1.8227
S1 -0.2653 0.9860 -1.9656
H1 -1.4686 -0.9351 -0.1466
H2 -1.4050 1.8328 0.4701
H3 -0.1629 0.4368 1.9353
H4 1.0281 1.2990 1.1547
H5 1.8131 -0.8842 0.9507
H6 1.4875 -1.7871 -1.3026

## Properties
- Energy relative to the best compared isomer or geometry (same formula, charge and spin): 282.8 kJ/mol
- E_tot: -19172.3754 eV
- M: 118.16 g/mol
- SMILES string: O[C@H]1CC=COS1
- Kohn-Sham gap: 9.1 eV



(4)
C5H12N2O as an isolated structure in a non-equilibrium geometry. Source: the Open Molecules 2025 dataset; level of theory: ωB97M-V/def2-TZVPD.

CARTESIAN COORDINATES (ANGSTROEM)
C1 0.0951 -0.5418 -0.2341
C2 1.0771 0.1348 0.7471
C3 0.0481 -2.0407 0.0510
C4 1.2199 1.6352 0.4653
C5 -1.3233 0.1153 -0.2199
N1 -1.2878 1.4891 -0.1663
O1 0.6708 -0.3165 -1.5395
N2 -2.4288 -0.5250 -0.3037
H1 0.0201 -0.5695 -2.2046
H2 -0.1450 1.9056 0.5622
H3 -2.2175 1.8878 -0.2591
H4 -2.2983 -1.5317 -0.2985
H5 0.7097 -0.0220 1.7637
H6 2.0401 -0.3715 0.6587
H7 -0.3711 -2.2461 1.0370
H8 -0.5503 -2.5645 -0.6965
H9 1.0593 -2.4451 0.0021
H10 1.4803 2.2576 1.3212
H11 1.9574 1.8209 -0.3210
H12 0.2442 1.9281 -0.3652

## Properties
- Energy relative to the best compared isomer or geometry (same formula, charge and spin): 458.5 kJ/mol
- E_tot: -10403.6722 eV
- M: 116.16 g/mol
- Kohn-Sham gap: 9.6 eV



(5)
C2HNO2 in the gas phase in a non-equilibrium geometry. Source: the Open Molecules 2025 dataset; level of theory: ωB97M-V/def2-TZVPD.

CARTESIAN COORDINATES (ANGSTROEM)
N1 0.6162 -2.0866 -0.2252
C1 0.3775 -0.9581 0.0748
C2 -0.2068 0.2022 0.4032
O1 -1.0020 0.1193 1.3122
O2 -0.4097 1.3404 -0.4800
H1 0.6249 1.3827 -1.0851

## Properties
- Energy relative to the best compared isomer or geometry (same formula, charge and spin): 248.9 kJ/mol
- E_tot: -7672.5310 eV
- M: 71.03 g/mol
- SMILES string: N#CC(=O)O
- Kohn-Sham gap: 10.7 eV



(6)
C13H9BrO4S in the gas phase in a non-equilibrium geometry. Source: the Open Molecules 2025 dataset; level of theory: ωB97M-V/def2-TZVPD.

CARTESIAN COORDINATES (ANGSTROEM)
C1 -1.1766 0.5644 -2.6977
C2 0.0278 0.2014 -1.8578
C3 -0.0191 0.0316 -0.5167
C4 1.2061 -0.0459 0.2552
C5 2.4516 -0.3542 -0.2977
C6 3.5906 -0.7676 0.6267
Br1 4.7738 -2.0904 -0.2257
O1 2.7419 -0.3294 -1.6450
S1 1.6320 0.4706 -2.5860
O2 1.8942 1.9092 -2.5491
O3 1.6238 -0.0119 -3.9538
C7 0.8108 0.0568 1.6424
O4 1.5603 0.2327 2.6275
C8 -0.6401 0.0315 1.7281
C9 -1.4719 0.0927 2.8601
C10 -2.8670 -0.0334 2.7086
C11 -3.3935 -0.1340 1.4197
C12 -2.5648 -0.0999 0.2683
C13 -1.1617 0.0197 0.4118
H1 -1.8245 1.2303 -2.1000
H2 -1.7271 -0.3565 -2.8907
H3 -0.8650 1.0290 -3.6531
H4 4.1996 0.0678 0.8982
H5 3.2479 -1.2872 1.5198
H6 -1.0275 0.1326 3.8393
H7 -3.5553 -0.0500 3.5810
H8 -4.4647 -0.3263 1.3207
H9 -3.0016 -0.1832 -0.7341

## Properties
- Energy relative to the best compared isomer or geometry (same formula, charge and spin): 0.0 kJ/mol
- E_tot: -102692.8465 eV
- M: 341.18 g/mol
- SMILES string: CC1=C2C(=C(CBr)OS1(=O)=O)C(=O)c1ccccc12
- Kohn-Sham gap: 8.2 eV